# 1
C22H66O11S6 | wB97M-V/def2-TZVPD

The molar mass is 699.161 g/mol. As for the HOMO-LUMO gap: 7.561 eV. The value obtained for the HOMO energy is -7.833 eV. The energy relative to the best compared isomer or geometry (same formula, charge and spin) is 4.713 eV. As for the LUMO energy: -0.3 eV.

Structure (ORCA input):
```
! wB97M-V def2-TZVPD RIJCOSX def2/J DEFGRID3
* xyz 0 1
C 2.241 4.772 0.446
C 1.060 3.909 0.170
O 0.219 4.041 1.287
H 2.823 4.402 1.438
H 2.083 5.895 0.483
H 3.321 4.839 -0.080
H 0.976 2.753 -0.143
H 0.442 4.319 -0.762
H -0.607 3.485 1.121
C -0.898 -3.908 -2.121
C -0.356 -4.917 -1.258
O -1.116 -5.011 0.040
H -0.727 -2.997 -1.607
H -2.072 -4.206 -2.344
H -0.353 -4.010 -3.025
H 0.625 -4.880 -1.155
H -0.464 -5.825 -1.697
H -1.112 -4.108 0.634
C 5.266 1.014 0.128
C 3.942 1.261 0.967
O 3.773 0.107 1.707
H 5.075 0.194 -0.494
H 5.992 1.200 0.924
H 5.249 1.924 -0.706
H 3.180 1.223 0.550
H 4.166 2.136 1.760
H 3.176 0.189 2.406
C 4.167 -3.991 -0.671
C 4.793 -2.627 -0.528
O 5.749 -2.347 -1.493
H 3.490 -4.263 0.160
H 4.884 -4.722 -0.329
H 3.840 -4.130 -1.640
H 5.174 -2.535 0.443
H 4.060 -1.795 -0.601
H 6.569 -2.176 -1.032
C -0.907 0.448 -3.390
C -0.553 1.122 -2.090
O -1.106 2.375 -2.104
H -2.011 0.299 -3.524
H -0.183 -0.640 -3.388
H -0.587 0.976 -4.229
H 0.609 1.330 -2.022
H -0.928 0.493 -1.291
H -1.392 2.360 -1.154
C -6.339 1.934 -2.462
S -4.728 2.492 -1.991
O -4.919 3.374 -0.798
C -4.325 0.920 -1.258
H -6.887 2.845 -2.896
H -6.822 1.770 -1.598
H -6.089 1.207 -3.360
H -3.973 0.320 -1.944
H -5.203 0.412 -0.652
H -3.374 1.103 -0.689
C 0.521 -0.339 5.438
S 1.554 0.943 5.065
O 1.707 0.676 3.541
C 0.440 2.300 4.916
H 1.039 -1.288 5.227
H -0.438 -0.334 4.815
H 0.058 -0.333 6.567
H -0.123 2.318 5.880
H -0.172 2.233 4.169
H 0.886 3.199 4.687
C -3.258 -2.775 2.480
S -3.030 -3.961 1.187
O -4.288 -4.898 1.268
C -3.450 -2.806 -0.132
H -3.244 -3.309 3.436
H -4.047 -2.281 2.319
H -2.496 -1.938 2.575
H -3.665 -3.571 -0.787
H -2.555 -2.253 -0.186
H -4.216 -2.063 0.094
C 2.578 -0.300 -3.180
S 2.538 -0.884 -4.921
O 2.031 0.285 -5.748
C 4.279 -0.994 -5.070
H 3.295 0.458 -3.252
H 2.772 -1.106 -2.458
H 1.513 0.196 -2.875
H 4.444 -1.580 -6.049
H 4.841 -1.420 -4.196
H 4.759 -0.049 -4.923
C -3.401 1.564 2.199
S -2.160 2.861 2.079
O -1.473 2.638 0.700
C -3.235 4.295 1.654
H -4.223 1.376 1.460
H -3.707 1.622 3.256
H -2.801 0.604 2.353
H -4.100 3.946 2.003
H -3.203 4.553 0.734
H -2.811 5.126 2.231
C -0.987 0.026 1.634
S -0.113 -1.568 1.584
O -1.266 -2.506 1.122
C 0.780 -1.019 0.086
H -1.515 0.045 2.592
H -1.506 0.252 0.830
H -0.370 0.710 1.848
H 1.330 -0.110 0.399
H 0.109 -1.023 -0.723
H 1.445 -1.869 -0.108
*
```

# 2
C22H67N3O13 | wB97M-V/def2-TZVPD

The molar mass is 581.786 g/mol. As for the SMILES: COC[C@H](C)N.COC[C@H](C)N.COC[C@H](C)N.OCCO.OCCO.OCCO.CO.CO.CO.CO. As for the HOMO-LUMO gap: 8.985 eV. The value obtained for the HOMO energy is -8.786 eV. The energy relative to the best compared isomer or geometry (same formula, charge and spin) is 0.608 eV. As for the LUMO energy: 0.2 eV.

Structure (ORCA input):
```
! wB97M-V def2-TZVPD RIJCOSX def2/J DEFGRID3
* xyz 0 1
C 2.205 -2.375 2.940
O 1.651 -2.713 1.655
C 2.665 -2.829 0.742
C 2.108 -3.192 -0.656
C 1.414 -4.483 -0.754
N 3.073 -3.088 -1.728
H 2.964 -3.085 3.268
H 1.391 -2.391 3.666
H 2.640 -1.376 2.982
H 3.174 -1.868 0.666
H 3.379 -3.623 0.962
H 1.395 -2.423 -0.955
H 2.099 -5.314 -0.919
H 0.814 -4.501 -1.663
H 0.758 -4.708 0.087
H 3.464 -2.157 -1.738
H 2.607 -3.150 -2.622
C 0.376 1.175 -3.019
O -0.402 0.449 -3.981
C -0.354 -0.942 -3.641
C -1.417 -1.771 -4.475
C -2.823 -1.251 -4.221
N -1.382 -3.192 -4.185
H 0.143 0.886 -1.994
H 0.278 2.249 -3.181
H 1.431 1.024 -3.244
H 0.636 -1.257 -3.971
H -0.480 -1.172 -2.583
H -1.220 -1.625 -5.537
H -3.105 -1.289 -3.169
H -3.497 -1.873 -4.809
H -3.087 -0.235 -4.515
H -1.738 -3.262 -3.242
H -0.399 -3.420 -4.147
C 3.711 -0.553 -4.820
O 3.794 -0.650 -3.383
C 4.474 0.373 -2.697
C 4.297 0.268 -1.207
C 2.839 0.375 -0.754
N 5.020 1.340 -0.622
H 4.681 -0.872 -5.202
H 3.546 0.501 -5.043
H 2.938 -1.207 -5.224
H 5.539 0.292 -2.912
H 4.094 1.354 -2.982
H 4.760 -0.686 -0.958
H 2.179 -0.349 -1.232
H 2.403 1.335 -1.032
H 2.779 0.208 0.322
H 5.972 1.442 -0.945
H 4.576 2.246 -0.592
O -5.496 -0.231 1.034
C -4.655 0.707 0.390
C -5.449 1.908 -0.068
O -4.656 2.892 -0.694
H -5.527 0.081 1.942
H -3.817 0.998 1.023
H -4.172 0.131 -0.400
H -5.926 2.421 0.767
H -6.266 1.526 -0.680
H -4.334 3.461 0.009
O -1.896 -0.361 3.830
C -2.532 -1.496 3.334
C -2.071 -2.853 3.947
O -2.636 -3.066 5.262
H -2.060 -0.300 4.774
H -3.588 -1.257 3.463
H -2.385 -1.608 2.260
H -0.990 -2.948 4.050
H -2.380 -3.647 3.267
H -2.627 -4.006 5.458
O 3.461 3.933 -0.011
C 2.612 3.578 1.073
C 1.236 4.201 0.920
O 1.267 5.662 0.931
H 4.063 4.600 0.325
H 2.459 2.499 1.067
H 3.076 3.835 2.025
H 0.607 3.756 1.691
H 0.805 3.776 0.014
H 1.423 5.973 1.825
C -2.036 -2.764 -0.249
O -2.239 -3.568 -1.441
H -2.624 -1.846 -0.252
H -2.371 -3.385 0.582
H -0.982 -2.485 -0.230
H -3.127 -3.925 -1.514
C -2.442 4.021 1.656
O -3.531 4.573 0.893
H -1.524 4.348 1.169
H -2.508 4.463 2.650
H -2.395 2.934 1.600
H -3.379 5.512 0.765
C -1.104 3.233 4.961
O 0.203 3.743 4.999
H -1.716 3.930 4.388
H -1.314 2.297 4.443
H -1.484 3.071 5.969
H 0.809 3.205 5.514
C -0.359 0.303 1.055
O 0.148 0.701 2.307
H 0.201 0.830 0.283
H -0.212 -0.766 0.907
H -1.442 0.431 1.045
H -0.486 0.344 2.933
*
```

- molar mass of number 2 (C22H67N3O13)?
  581.786 g/mol